No. 1
# C32H57BrCl4CoF3NO22S2

C32H57BrCl4CoF3NO22S2 as an isolated structure (wB97M-V/def2-TZVPD, the OMol25 dataset).

Output
HOMO level (alpha / beta) in eV: -9.13 / -9.09
Kohn-Sham gap (alpha / beta) in eV: 9.21 / 8.74
Calculated total energy in eV: -268223.834
⟨S²⟩: 3.76
2S+1: 4
Largest force on an atom in Eh/bohr: 0.199

CARTESIAN COORDINATES (ANGSTROEM)
1 Co 0.66 -0.04 -0.89
2 N 2.28 0.93 -0.58
3 S 2.76 2.35 -0.81
4 O 3.78 2.58 -1.78
5 O 2.61 3.27 0.25
6 F 1.50 2.76 -1.72
7 S 3.84 0.55 0.00
8 O 4.42 1.30 1.10
9 O 4.69 -0.02 -1.05
10 F 3.51 -0.80 0.82
11 Br -1.37 1.43 -0.87
12 C -3.48 0.88 2.49
13 Cl -4.75 -0.14 1.71
14 Cl -3.36 0.51 4.26
15 H -2.48 0.85 2.06
16 H -3.82 1.90 2.34
17 C -0.97 4.05 -4.02
18 Cl -2.65 3.60 -4.45
19 Cl 0.08 4.46 -5.45
20 H -0.96 4.84 -3.27
21 H -0.51 3.23 -3.46
22 C 1.70 2.21 3.19
23 C 0.27 1.74 3.09
24 O 0.22 0.35 3.37
25 C 0.41 -0.63 2.42
26 O 0.73 -0.43 1.28
27 O 0.15 -1.87 2.94
28 C -0.33 -2.09 4.31
29 H 2.35 1.71 2.47
30 H 2.10 2.00 4.18
31 H 1.84 3.28 3.02
32 H -0.18 1.95 2.12
33 H -0.47 2.09 3.81
34 H -0.43 -3.12 4.65
35 H -1.33 -1.70 4.48
36 H 0.37 -1.60 4.98
37 C -0.68 4.98 0.81
38 C -1.15 6.37 1.09
39 O -2.54 6.63 0.88
40 C -2.87 7.20 -0.36
41 O -2.12 7.35 -1.34
42 O -4.17 7.51 -0.42
43 C -5.15 7.20 0.64
44 H -0.84 4.62 -0.20
45 H -1.30 4.30 1.39
46 H 0.36 4.78 1.06
47 H -0.50 7.04 0.52
48 H -0.99 6.56 2.15
49 H -5.29 6.13 0.77
50 H -6.11 7.72 0.58
51 H -4.79 7.53 1.62
52 C 3.85 2.47 -5.09
53 C 2.73 1.50 -5.53
54 O 2.11 1.01 -4.37
55 C 1.18 0.00 -4.18
56 O 0.76 -0.34 -3.05
57 O 0.99 -0.66 -5.31
58 C -0.04 -1.67 -5.35
59 H 4.42 1.99 -4.29
60 H 3.58 3.48 -4.78
61 H 4.55 2.73 -5.89
62 H 3.16 0.67 -6.09
63 H 1.98 2.02 -6.12
64 H 0.09 -2.51 -4.67
65 H -0.01 -2.15 -6.33
66 H -1.00 -1.19 -5.18
67 C 2.42 -4.72 2.42
68 C 2.31 -3.56 1.41
69 O 2.80 -3.83 0.10
70 C 2.55 -3.02 -0.92
71 O 1.98 -1.90 -0.92
72 O 3.10 -3.61 -1.98
73 C 3.08 -2.95 -3.22
74 H 2.34 -4.29 3.41
75 H 3.40 -5.19 2.33
76 H 1.65 -5.48 2.33
77 H 2.65 -2.63 1.87
78 H 1.27 -3.30 1.23
79 H 3.47 -1.93 -3.16
80 H 2.06 -2.89 -3.58
81 H 3.53 -3.54 -4.02
82 C 4.15 -3.20 9.25
83 C 4.18 -3.94 7.88
84 O 3.49 -3.27 6.77
85 C 4.08 -2.16 6.20
86 O 5.11 -1.59 6.58
87 O 3.26 -1.81 5.18
88 C 3.61 -0.71 4.27
89 H 4.77 -2.31 9.34
90 H 4.51 -3.95 9.95
91 H 3.12 -2.96 9.50
92 H 3.53 -4.80 8.01
93 H 5.21 -4.23 7.67
94 H 3.85 0.17 4.88
95 H 2.82 -0.56 3.53
96 H 4.53 -0.96 3.75
97 C -2.14 -4.51 -4.57
98 C -2.54 -4.15 -3.16
99 O -1.49 -3.31 -2.67
100 C -1.46 -2.77 -1.41
101 O -0.64 -1.91 -1.04
102 O -2.47 -3.34 -0.65
103 C -2.63 -2.93 0.74
104 H -2.26 -3.60 -5.16
105 H -2.74 -5.30 -5.02
106 H -1.11 -4.84 -4.63
107 H -2.59 -5.07 -2.57
108 H -3.52 -3.69 -3.11
109 H -2.89 -1.88 0.85
110 H -1.72 -3.17 1.29
111 H -3.46 -3.49 1.17
112 F -8.29 -0.16 -4.12
113 C -7.01 -0.22 -3.77
114 C -6.15 0.74 -4.25
115 C -4.82 0.72 -3.80
116 C -4.37 -0.27 -2.89
117 C -5.26 -1.20 -2.45
118 C -6.57 -1.16 -2.88
119 H -6.47 1.42 -5.03
120 H -4.06 1.41 -4.12
121 H -3.32 -0.19 -2.64
122 H -4.96 -1.88 -1.67
123 H -7.30 -1.82 -2.42

---

No. 2
# C29H31N3O2

An isolated molecule of C29H31N3O2 (wB97M-V/def2-TZVPD, the OMol25 dataset).

Output
HOMO level in eV: -7.48
Kohn-Sham gap in eV: 7.64
Calculated total energy in eV: -39141.083
Energy above the lowest of the compared OMol25 structures with the same formula, charge and spin in kJ/mol: 0.00
Largest force on an atom in Eh/bohr: 0.081
SMILES: CN1C(=O)[C@@H](Cc2ccccc2)N(/C=C/[C@H](c2ccccc2)n2ccccc2=O)C12CCCC2

CARTESIAN COORDINATES (ANGSTROEM)
1 C 2.54 -2.96 -2.80
2 N 1.81 -1.75 -2.58
3 C 1.05 -1.21 -3.58
4 O 1.01 -1.59 -4.75
5 C 0.28 -0.05 -2.98
6 C -1.23 -0.23 -3.10
7 C -1.68 -1.49 -2.40
8 C -1.53 -2.74 -3.01
9 C -1.91 -3.90 -2.34
10 C -2.46 -3.83 -1.05
11 C -2.64 -2.58 -0.45
12 C -2.28 -1.42 -1.14
13 N 0.75 -0.02 -1.61
14 C 0.42 1.02 -0.79
15 C 0.27 0.99 0.55
16 C -0.05 2.21 1.36
17 C 0.09 1.92 2.89
18 C -0.75 2.43 3.89
19 C -0.34 2.43 5.24
20 C 0.83 1.76 5.61
21 C 1.58 1.09 4.63
22 C 1.23 1.21 3.29
23 C 1.62 -1.15 -1.26
24 C 0.99 -2.17 -0.29
25 C 2.16 -2.84 0.42
26 C 3.42 -1.96 0.19
27 C 2.99 -0.76 -0.65
28 H 2.67 -3.09 -3.88
29 H 3.52 -2.90 -2.32
30 H 2.02 -3.85 -2.40
31 H 0.60 0.88 -3.48
32 H -1.73 0.64 -2.68
33 H -1.45 -0.30 -4.17
34 H -1.12 -2.79 -4.02
35 H -1.79 -4.86 -2.84
36 H -2.76 -4.73 -0.53
37 H -3.07 -2.48 0.54
38 H -2.47 -0.45 -0.70
39 H 0.19 1.94 -1.36
40 H 0.36 0.05 1.11
41 H 0.83 2.85 1.15
42 H -1.71 2.90 3.67
43 H -0.90 3.00 5.99
44 H 1.19 1.79 6.65
45 H 2.47 0.53 4.90
46 H 1.86 0.77 2.52
47 H 0.33 -1.65 0.41
48 H 0.35 -2.87 -0.85
49 H 1.96 -2.94 1.49
50 H 2.32 -3.85 0.02
51 H 3.85 -1.65 1.14
52 H 4.19 -2.54 -0.34
53 H 3.69 -0.50 -1.46
54 H 2.85 0.13 -0.03
55 N -1.18 2.96 1.08
56 C -2.18 2.59 0.15
57 O -2.13 1.51 -0.48
58 C -3.27 3.51 -0.08
59 C -3.29 4.74 0.51
60 C -2.27 5.07 1.42
61 C -1.24 4.20 1.67
62 H -4.04 3.13 -0.74
63 H -4.11 5.43 0.32
64 H -2.28 6.01 1.96
65 H -0.41 4.42 2.36

---

No. 3
# C2H3Cl

An isolated molecule of C2H3Cl (wB97M-V/def2-TZVPD, the OMol25 dataset).

Output
HOMO level in eV: -9.64
Kohn-Sham gap in eV: 10.83
Calculated total energy in eV: -14644.195
Energy above the lowest of the compared OMol25 structures with the same formula, charge and spin in kJ/mol: 11.20
Largest force on an atom in Eh/bohr: 0.053
SMILES: C=CCl

CARTESIAN COORDINATES (ANGSTROEM)
1 C -0.43 0.44 0.00
2 C 0.66 -0.36 -0.03
3 H -0.46 1.51 0.00
4 H 0.63 -1.46 0.05
5 H 1.62 0.07 -0.01
6 Cl -2.02 -0.20 -0.01

---

No. 4
# C18H20N2O2

An isolated molecule of C18H20N2O2 (wB97M-V/def2-TZVPD, the OMol25 dataset).

Output
HOMO level in eV: -7.66
Kohn-Sham gap in eV: 8.50
Calculated total energy in eV: -26065.154
Energy above the lowest of the compared OMol25 structures with the same formula, charge and spin in kJ/mol: 227.36
Largest force on an atom in Eh/bohr: 0.024
SMILES: c1cncc([C@H]2CCCCN2Cc2ccc3c(c2)OCO3)c1

CARTESIAN COORDINATES (ANGSTROEM)
1 C -1.24 -2.69 -0.45
2 C 0.01 -2.11 -0.53
3 C 0.45 -1.29 0.50
4 C -0.42 -1.12 1.58
5 N -1.62 -1.67 1.66
6 C -2.02 -2.43 0.66
7 H -3.01 -2.86 0.76
8 H -0.13 -0.50 2.42
9 C 1.78 -0.57 0.52
10 N 1.57 0.87 0.44
11 C 2.83 1.57 0.60
12 C 3.89 1.16 -0.42
13 C 4.12 -0.35 -0.34
14 C 2.79 -1.08 -0.52
15 H 2.41 -0.89 -1.53
16 H 2.93 -2.15 -0.40
17 H 4.83 -0.67 -1.10
18 H 4.54 -0.60 0.64
19 H 3.55 1.43 -1.43
20 H 4.82 1.69 -0.23
21 H 2.64 2.65 0.54
22 H 3.20 1.35 1.61
23 C 0.75 1.32 -0.68
24 C -0.71 1.25 -0.32
25 C -1.15 1.83 0.85
26 C -2.48 1.76 1.26
27 C -3.35 1.08 0.43
28 C -2.92 0.51 -0.76
29 C -1.61 0.59 -1.17
30 H -1.29 0.14 -2.09
31 O -3.98 -0.10 -1.39
32 C -5.08 0.08 -0.53
33 O -4.69 0.85 0.59
34 H -5.44 -0.91 -0.18
35 H -5.89 0.59 -1.07
36 H -2.82 2.20 2.18
37 H -0.43 2.32 1.48
38 H 1.01 2.36 -0.88
39 H 0.93 0.74 -1.60
40 H 2.22 -0.75 1.52
41 H 0.64 -2.29 -1.39
42 H -1.60 -3.33 -1.25

---

No. 5
# C2H8N3S2

C2H8N3S2 as an isolated structure (wB97M-V/def2-TZVPD, the OMol25 dataset).

Output
HOMO level in eV: -13.15
Kohn-Sham gap in eV: 8.83
Net charge: +1
Calculated total energy in eV: -28337.585
Energy above the lowest of the compared OMol25 structures with the same formula, charge and spin in kJ/mol: 79.13
Largest force on an atom in Eh/bohr: 0.024

CARTESIAN COORDINATES (ANGSTROEM)
1 C -1.83 0.40 0.50
2 C 0.25 -1.01 0.60
3 N -2.26 1.63 0.74
4 N -0.51 0.15 0.73
5 N 1.54 -0.85 0.91
6 S -2.96 -0.72 -0.10
7 S -0.31 -2.50 0.15
8 H 1.01 -0.72 -2.13
9 H -1.69 2.35 1.16
10 H -3.24 1.84 0.59
11 H 0.02 0.95 1.05
12 H 1.64 -0.39 -2.44
13 H 2.15 -1.65 0.81
14 H 1.97 0.04 1.09
15 H -1.99 -1.77 -0.13

---

No. 6
# C4H10N2O

An isolated molecule of C4H10N2O (wB97M-V/def2-TZVPD, the OMol25 dataset).

Output
HOMO level in eV: -8.93
Kohn-Sham gap in eV: 9.77
Calculated total energy in eV: -9336.949
Energy above the lowest of the compared OMol25 structures with the same formula, charge and spin in kJ/mol: 196.68
Largest force on an atom in Eh/bohr: 0.028
SMILES: NCC[C@H](N)C=O

CARTESIAN COORDINATES (ANGSTROEM)
1 O -2.73 0.15 -2.04
2 C -1.64 -0.23 -1.72
3 C -0.74 0.52 -0.74
4 C 0.46 -0.40 -0.39
5 C 1.16 0.07 0.89
6 N 2.28 -0.81 1.27
7 N -1.55 1.06 0.33
8 H -1.22 -1.17 -2.13
9 H -0.31 1.35 -1.32
10 H 1.02 -0.47 -1.31
11 H 0.09 -1.41 -0.13
12 H 0.40 -0.01 1.66
13 H 1.54 1.09 0.78
14 H 2.00 -1.44 2.00
15 H 3.09 -0.26 1.52
16 H -1.34 0.78 1.26
17 H -2.51 1.18 0.07

---

- The lowest calculated total energy belongs to which entry?
  C32H57BrCl4CoF3NO22S2

---

- What is the calculated total energy in the fifth record?
  -28337.585 eV

---

- Which of these has the highest calculated total energy?
  C4H10N2O

---

- Which of these has the highest calculated total energy?
  C4H10N2O